Record 1
71
Properties=species:S:1:pos:R:3:mulliken_spin:R:1 method="wB97M-V/def2-TZVPD" e_above_lowest_kj_mol=145.6 gap_ev="5.8 / 5.6" total_charge=+1 multiplicity=2 homo_energy_ev="-10.82 / -10.87"
Ir 0.6486 1.6070 0.2955 -0.001
O -2.1685 3.4245 2.0668 0.000
As -1.2372 2.3788 3.1047 0.000
O -2.2112 1.4979 4.0489 0.000
O -0.4819 1.2943 1.9652 0.002
C 0.1401 3.2434 4.1412 0.000
C -0.1098 3.2064 5.5067 0.000
C 0.8413 3.6909 6.3989 0.000
C 2.0429 4.1931 5.9319 0.000
C 2.3039 4.2214 4.5662 0.000
C 1.3539 3.7508 3.6803 0.000
S 1.7017 3.7884 1.9448 0.000
O 2.0895 2.3496 1.6068 0.000
O 2.7400 4.7245 1.6800 0.000
O 0.3958 4.0052 1.3325 0.001
H -3.0764 3.3890 2.4039 0.000
H -1.0418 2.7876 5.8648 0.000
H 0.6366 3.6665 7.4605 0.000
H 2.7829 4.5686 6.6254 0.000
H 3.2308 4.6243 4.1804 0.000
Br -3.1886 -6.4255 -7.2248 0.025
C -2.8794 -4.6267 -6.7805 0.175
C -1.5684 -4.1648 -6.6731 -0.074
C -1.3314 -2.8510 -6.3436 0.138
C -2.4168 -1.9768 -6.1163 -0.031
C -3.7369 -2.4619 -6.2442 0.154
C -3.9650 -3.7766 -6.5695 -0.074
N -2.2782 -0.6767 -5.7520 0.415
N -1.0896 -0.1731 -5.6998 0.110
C -0.5692 0.3571 -4.6332 0.029
C 0.7541 0.9114 -4.8210 0.011
C 1.5294 1.3522 -3.8096 0.014
C 1.0239 1.3020 -2.4769 0.017
O 1.7000 1.6642 -1.4818 0.029
C -0.3437 0.8331 -2.2590 0.009
N -0.7555 0.9034 -0.9736 0.008
C -2.0081 0.5872 -0.6668 0.001
C -2.9009 0.1763 -1.6498 -0.003
C -2.4884 0.0703 -2.9627 0.002
C -1.1667 0.3977 -3.2936 0.049
H -0.7451 -4.8407 -6.8565 -0.002
H -0.3173 -2.4825 -6.2746 0.008
H -4.5585 -1.7768 -6.0834 0.005
H -4.9727 -4.1530 -6.6708 -0.002
H 1.1049 0.9256 -5.8450 -0.002
H 2.5238 1.7473 -3.9607 0.000
H -2.2811 0.6758 0.3765 0.000
H -3.9185 -0.0552 -1.3701 0.000
H -3.1789 -0.2437 -3.7299 -0.012
C 1.6641 -3.1546 1.5401 0.000
N 0.4273 -2.7217 2.1946 0.000
C 0.7194 -2.4446 3.6051 0.000
N 1.8072 -1.4851 3.8071 0.000
C 2.9986 -1.9626 3.1067 0.000
N 2.7685 -2.2161 1.6899 0.000
C 2.4880 -0.9669 0.9835 -0.001
P 0.9595 -0.1388 1.6365 -0.001
C -0.1796 -1.5657 1.5362 0.000
C 1.4214 -0.1338 3.4136 0.000
H 1.4668 -3.3174 0.4788 0.000
H 1.9606 -4.1045 1.9873 0.000
H 1.0114 -3.3852 4.0737 0.000
H -0.1826 -2.0759 4.0957 0.000
H 3.3159 -2.8953 3.5756 0.000
H 3.7962 -1.2270 3.2196 0.000
H 2.3496 -1.1781 -0.0809 0.000
H 3.3375 -0.2872 1.0827 0.000
H -0.3737 -1.8020 0.4861 0.000
H -1.1280 -1.3181 2.0172 0.000
H 0.5682 0.1867 4.0143 0.000
H 2.2450 0.5629 3.5779 0.000

---

Record 2
83
Properties=species:S:1:pos:R:3:lowdin_charge:R:1 method="wB97M-V/def2-TZVPD" e_above_lowest_kj_mol=0.0 gap_ev=7.9 total_charge=+1 multiplicity=1 homo_energy_ev=-11.12
O 1.7353 -1.1904 -1.0661 -0.442
O -0.0329 1.5222 -3.9256 -0.213
C 2.9540 -0.3325 -1.0261 -0.226
C 4.2146 -1.0714 -0.6277 -0.050
H 2.7144 0.4613 -0.3047 0.105
H 3.0678 0.1160 -2.0239 0.116
H 4.1510 -1.4523 0.4028 0.084
H 5.0521 -0.3652 -0.6570 0.096
H 4.4637 -1.8948 -1.3101 0.089
C 1.4871 -2.0071 -2.2840 -0.187
C 2.2818 -1.5610 -3.4797 -0.067
H 0.4051 -1.9099 -2.4308 0.106
H 1.7014 -3.0369 -1.9968 0.117
H 1.9457 -0.5608 -3.8036 0.083
H 2.0848 -2.2662 -4.2897 0.102
H 3.3609 -1.5854 -3.2921 0.083
C -1.2229 0.8004 -4.2456 -0.251
C 0.4178 2.5629 -4.7401 -0.302
C -0.8961 -0.3710 -5.1429 -0.069
H -1.9784 1.4457 -4.7295 0.131
H -1.5891 0.4739 -3.2606 0.117
H -0.4641 -0.0176 -6.0892 0.061
H -1.7860 -0.9607 -5.3627 0.085
H -0.1561 -1.0038 -4.6317 0.052
C 0.5367 2.2132 -6.2112 -0.086
H 1.4062 2.8297 -4.3343 0.122
H -0.2531 3.4336 -4.6349 0.118
H 1.1621 1.3157 -6.3241 0.079
H 1.0260 3.0271 -6.7491 0.082
H -0.4494 2.0482 -6.6783 0.084
H -0.9212 3.0077 -1.7254 0.003
La 0.2038 -0.7180 0.6595 1.955
C -0.0642 3.6407 -1.5477 -0.188
Si -0.5976 3.9266 0.2300 0.450
H 0.8788 3.1547 -1.7029 0.017
H -0.1118 4.4984 -2.2464 0.061
C 0.3504 5.4849 0.5429 -0.189
C -0.2879 2.8336 1.7633 -0.190
C -2.4481 4.0168 0.1611 -0.163
C 0.9953 -2.6674 1.5719 -0.505
Si -0.1467 -4.0098 0.9805 0.370
H 1.0308 -2.6685 2.6799 0.007
H 2.0259 -2.8445 1.2108 -0.003
C 0.8975 -5.3433 0.1594 -0.178
C -1.4223 -3.3902 -0.2772 -0.185
C -1.1071 -4.6998 2.4338 -0.171
H -2.8402 3.8616 -0.8415 0.035
H -2.6767 5.0390 0.4666 0.036
H -2.9365 3.3087 0.8300 0.032
H 1.2165 5.2120 1.1657 0.038
H -0.3803 6.1283 1.0391 0.032
H 0.6605 5.8806 -0.4329 0.032
H 0.7239 2.3895 1.8535 0.017
H -1.0472 2.0567 1.9441 -0.002
H -0.3948 3.5633 2.5900 0.054
H -1.6400 -4.2460 -0.9365 0.056
H -1.0969 -2.5676 -0.9485 -0.011
H -2.3687 -3.0836 0.2042 0.038
H -1.5253 -5.6820 2.1752 0.040
H -1.9183 -4.0132 2.7187 0.032
H -0.4247 -4.8101 3.2891 0.039
H 0.3608 -6.3031 0.1619 0.039
H 1.8243 -5.4571 0.7441 0.038
H 1.1745 -5.0752 -0.8716 0.019
O -4.0419 -1.1279 1.2649 0.088
C -2.9129 -0.6742 1.4082 -0.569
O -2.0449 -0.3722 0.4485 -0.315
C -2.3898 -0.4830 2.8244 -0.166
C -3.2801 -0.5189 3.9107 0.029
C -2.7981 -0.2368 5.1730 0.032
C -1.4277 0.0302 5.3540 -0.148
C -0.8920 0.4213 6.5964 -0.012
C 0.4640 0.6808 6.7382 -0.050
C 1.3405 0.4744 5.6492 -0.049
C 0.8440 0.0670 4.4185 -0.029
C -0.5445 -0.0912 4.2266 -0.209
N -1.0460 -0.3224 2.9651 0.026
H -4.3226 -0.7542 3.7031 0.131
H -3.4543 -0.2165 6.0425 0.131
H -1.5829 0.5133 7.4329 0.123
H 0.8476 1.0239 7.6869 0.109
H 2.4019 0.6413 5.7792 0.110
H 1.5129 -0.1417 3.5823 0.093

---

Record 3
53
Properties=species:S:1:pos:R:3:lowdin_charge:R:1 method="wB97M-V/def2-TZVPD" e_above_lowest_kj_mol=0.0 gap_ev=8.2 total_charge=+1 multiplicity=1 homo_energy_ev=-10.42
Na -3.6028 -12.7666 17.8681 0.447
C -3.4200 -15.6084 18.8308 -0.172
C -2.2993 -15.6354 17.7885 -0.118
O -2.5664 -14.4520 16.9832 -0.199
C -1.4715 -13.8727 16.1954 -0.124
C -0.5689 -13.0159 17.0150 -0.141
O -1.4135 -12.0850 17.7164 -0.197
C -0.8373 -11.2378 18.6664 -0.161
C -2.0168 -10.6928 19.4493 -0.143
O -2.9797 -11.6986 19.6603 -0.196
C -3.0031 -12.5508 20.8151 -0.112
C -2.6338 -13.9144 20.3603 -0.129
O -3.6365 -14.3478 19.3945 -0.167
H -4.3899 -15.8568 18.3136 0.155
H -3.2827 -16.3595 19.6312 0.144
H -1.3242 -15.5495 18.2580 0.120
H -2.3566 -16.5313 17.1734 0.137
H -0.9246 -14.6953 15.6684 0.154
H -1.9581 -13.2718 15.4169 0.130
H -0.0797 -13.6253 17.7583 0.119
H 0.2310 -12.5050 16.4393 0.154
H -0.1759 -11.7891 19.3818 0.146
H -0.2072 -10.5128 18.1549 0.139
H -1.7200 -10.2902 20.4127 0.138
H -2.5752 -9.9723 18.9002 0.123
H -2.3008 -12.1588 21.5855 0.157
H -4.0190 -12.4737 21.1393 0.136
H -1.6526 -13.9647 19.9279 0.121
H -2.6096 -14.6137 21.1854 0.139
N -6.1128 -9.2033 11.7858 0.184
C -5.8656 -8.3463 10.7450 -0.200
C -6.7660 -7.6898 9.8885 -0.019
C -6.2148 -6.9041 8.9017 -0.085
C -4.8164 -6.8669 8.6887 -0.078
C -3.9264 -7.5691 9.4903 -0.006
C -4.4815 -8.3205 10.5198 -0.232
N -3.8473 -9.0830 11.4794 0.202
C -4.8476 -9.5199 12.2015 -0.323
C -4.6436 -10.2270 13.4368 -0.147
C -3.7137 -9.8159 14.3731 0.017
C -3.6294 -10.5910 15.5256 -0.125
N -4.4237 -11.6240 15.8212 0.036
C -5.3445 -11.9543 14.9052 -0.126
C -5.4238 -11.3772 13.6693 0.005
H -6.9606 -9.2097 12.3183 0.167
H -7.8293 -7.7203 10.0947 0.109
H -6.8808 -6.4588 8.1750 0.103
H -4.4494 -6.3008 7.8546 0.097
H -2.8725 -7.4622 9.3028 0.111
H -3.2029 -8.8423 14.2577 0.137
H -2.8942 -10.3263 16.3525 0.123
H -6.1111 -12.7107 15.2178 0.132
H -6.1661 -11.6659 12.9539 0.116

---

Record 4
9
Properties=species:S:1:pos:R:3:lowdin_charge:R:1 method="wB97M-V/def2-TZVPD" e_above_lowest_kj_mol=249.3 gap_ev=9.0 multiplicity=1 homo_energy_ev=-10.40
H -0.6043 0.5120 -2.4371 0.048
N 0.2405 0.5908 -1.8870 0.195
C 0.1323 0.3657 -0.5904 -0.418
C -0.8060 -0.5716 -0.0277 -0.109
N -0.3819 -0.8521 1.1526 0.067
C 0.8042 -0.0060 1.3959 -0.154
N 1.2400 0.5662 0.3007 0.087
H -1.6392 -0.9652 -0.5132 0.098
H 1.0144 0.3602 2.6063 0.186